An isolated ion of composition C6H16N2 and charge +2 in a non-equilibrium geometry. Source: OMol25; level of theory: ωB97M-V/def2-TZVPD.

Computed properties:
Electronic energy, Ha: -346.97329
Gap between HOMO and LUMO, hartree: 0.4353
SMILES: C/[NH+]=C(/C)[N+](C)(C)C
Charge: +2
Molecular weight, g mol⁻¹: 116.2
Max |F|, eV/A: 4.5
ΔE to the lowest compared entry with this formula, charge and spin, kJ/mol: 119.51

Last column: Mulliken charge in e.
Cartesian coordinates (Å):
N  0.714475  -0.297676  -0.044724  0.0997
N  -1.671266  0.556959  0.106391  -0.0842
C  -2.413644  -0.648079  -0.052516  -0.9719
C  -0.149692  2.171915  0.150719  -1.5978
C  -0.419288  0.731078  0.004897  0.7785
C  1.976695  0.400340  -0.134551  -1.2408
C  0.648786  -1.079564  1.266236  -0.6988
C  0.390417  -1.143975  -1.264458  -0.9241
H  2.147611  0.750458  -1.065782  0.4405
H  -3.421918  -0.550790  0.423404  0.3479
H  -0.533599  -1.612375  -1.225871  0.4594
H  1.670518  -0.900665  1.751136  0.3289
H  -0.030283  -0.587921  1.901491  0.3863
H  0.556701  -0.476674  -2.236875  0.3641
H  -1.883443  -1.398300  0.492172  0.4111
H  0.266189  2.546228  1.086585  0.3732
H  0.420410  -2.110497  1.083516  0.3912
H  1.110772  -1.869093  -1.387737  0.4974
H  0.439155  2.568503  -0.686347  0.4061
H  -2.471543  -0.914143  -1.150560  0.3727
H  2.712324  -0.255337  0.130712  0.4632
H  -1.033036  2.842171  0.156118  0.4300
H  2.018473  1.194659  0.608907  0.5423
H  -2.350331  1.415130  -0.006161  0.4251

Cartesian forces (eV/Å) of the 2 atoms listed first:
N -4.1 0.2 -0.2
N -2.6 0.4 -1.7

---

C6H16N2O as an isolated structure in a non-equilibrium geometry. Source: OMol25; level of theory: ωB97M-V/def2-TZVPD.

Computed properties:
Electronic energy, Ha: -422.81461
Gap between HOMO and LUMO, hartree: 0.2784
Molecular weight, g mol⁻¹: 132.2
Max |F|, eV/A: 2.5
ΔE to the lowest compared entry with this formula, charge and spin, kJ/mol: 451.86

Last column: Mulliken charge in e.
Cartesian coordinates (Å):
O  -1.728239  -1.109458  -1.210713  -0.6494
N  0.434626  -0.834454  -0.202365  0.3224
N  -1.513079  1.100379  0.144939  -0.4971
C  -0.378537  0.190548  1.103676  -0.0669
C  0.579404  -2.185557  0.391437  -1.1841
C  -0.992251  2.361804  -0.335137  -0.8756
C  -0.401190  -0.963465  -1.486750  -0.5606
C  1.764163  -0.308072  -0.568297  -1.1502
C  0.514550  0.802539  1.920264  -1.0622
H  1.195592  -2.825727  -0.247109  0.3867
H  -0.414835  -2.618016  0.484861  0.4168
H  -1.936256  -0.188858  -0.787331  0.5762
H  -0.485900  2.937578  0.457594  0.3026
H  1.043499  -2.079747  1.369529  0.3863
H  -0.249309  2.189267  -1.115636  0.2015
H  0.367247  0.735008  2.988056  0.2501
H  -2.272112  1.259279  0.799200  0.3164
H  -1.781047  2.985302  -0.759345  0.3657
H  -0.198483  -0.041055  -2.044831  0.3408
H  -1.086029  -0.494990  1.555566  0.3427
H  -0.033605  -1.835383  -2.041136  0.4478
H  2.217944  -0.924192  -1.350140  0.3632
H  1.290816  1.454866  1.553531  0.2665
H  1.655432  0.710966  -0.927449  0.3182
H  2.407602  -0.318563  0.307585  0.4420

Cartesian forces (eV/Å) of the 2 atoms listed first:
O -0.3 0.5 0.3
N -0.5 -0.6 -1.1

---

C6H16N3 as an isolated structure in a non-equilibrium geometry. Source: OMol25; level of theory: ωB97M-V/def2-TZVPD.

Computed properties:
Electronic energy, Ha: -402.12923
Gap between HOMO and LUMO, hartree: 0.3676
Charge: +1
Molecular weight, g mol⁻¹: 130.2
Max |F|, eV/A: 6.0
ΔE to the lowest compared entry with this formula, charge and spin, kJ/mol: 227.24

Last column: Mulliken charge in e.
Cartesian coordinates (Å):
N  -1.297511  1.745648  0.559978  -0.7316
N  -0.378682  0.844006  0.856970  0.6187
N  -3.610992  1.113848  -0.766414  -0.8425
C  1.513868  -2.271572  -0.619389  -1.3539
C  1.580888  -0.723746  1.384991  -1.1011
C  1.942727  0.272562  -0.944241  -1.4410
C  -0.326935  -0.297843  -0.124523  -1.1473
C  0.425397  0.767808  1.876819  -0.0610
C  1.189475  -0.754170  -0.082548  1.2600
H  2.975912  -0.017419  -0.825858  0.5032
H  2.595910  -0.417605  1.618236  0.3606
H  -3.554548  1.651286  -1.646728  0.2704
H  -1.910244  1.405275  -0.165703  0.4365
H  0.747011  1.554415  2.620674  0.3188
H  -4.511158  1.353643  -0.389220  0.2358
H  1.931766  1.338557  -0.587441  0.2960
H  -0.933936  -1.082447  0.285301  0.3622
H  -3.594377  0.137720  -1.003705  0.2496
H  1.146293  -3.141434  -0.075797  0.4183
H  1.473354  0.221270  -1.979601  0.3291
H  -1.617045  2.278966  1.399192  0.2772
H  1.281168  -1.501225  1.961052  0.4497
H  1.132729  -2.318711  -1.639129  0.3758
H  -0.790709  -0.046501  -1.088347  0.5235
H  2.589641  -2.112330  -0.624569  0.3930

Cartesian forces (eV/Å) of the 2 atoms listed first:
N 0.5 1.8 1.6
N 1.5 -1.2 1.5